Record 1
The following is a quantum chemistry calculation of a cluster of 2 separate species, C4H11NO2 in total, from OMol25.

## Properties
Relative energy (zero: lowest compared OMol25 entry of this formula, charge and spin) (kcal per mole): 55.1
E_LUMO (eV): 0.97
Kohn-Sham gap (eV): 9.956

Last column: Löwdin charge in e.
CARTESIAN COORDINATES (ANGSTROEM)
C: -1.114 1.583 2.038  -0.11
C: 0.125 1.007 1.388  -0.24
N: -0.146 0.109 0.186  -0.07
C: -1.128 0.655 -0.701  -0.24
C: -2.466 -0.068 -0.737  -0.27
O: -2.855 -0.922 0.025  0.04
H: -0.959 2.458 2.668  0.07
H: -1.962 1.773 1.365  0.06
H: -1.585 0.812 2.653  0.08
H: 0.864 1.692 0.992  0.10
H: 0.521 0.309 2.127  0.11
H: -0.353 -0.778 0.634  0.10
H: -0.855 0.271 -1.709  0.12
H: -1.159 1.737 -0.834  0.13
H: -2.946 -0.087 -1.738  0.12
O: 5.922 -2.095 -1.844  -0.06
H: 6.768 -2.176 -2.304  0.03
H: 5.543 -1.438 -2.437  0.03



Record 2
The following is a quantum chemistry calculation of a structure of composition C5H10N, from OMol25.

## Properties
Relative energy (zero: lowest compared OMol25 entry of this formula, charge and spin) (kcal per mole): 89.1
E_LUMO (eV): -4.51
Kohn-Sham gap (eV): 8.757
Net charge: +1

Last column: Löwdin charge in e.
CARTESIAN COORDINATES (ANGSTROEM)
C: -0.543 1.231 -1.371  -0.17
C: 0.177 0.741 0.965  -0.06
C: 0.489 1.521 -0.362  0.02
C: -0.127 -0.267 -1.143  0.03
C: 0.204 -1.686 0.819  -0.06
N: -0.443 -0.513 0.347  -0.20
H: -1.657 1.245 -1.133  0.13
H: -0.324 1.701 -2.419  0.17
H: 0.933 0.444 1.680  0.13
H: -0.704 1.156 1.437  0.13
H: 1.501 1.842 -0.512  0.12
H: 0.685 -0.899 -1.636  0.15
H: 0.128 -1.755 1.893  0.10
H: -0.069 -2.729 0.471  0.14
H: 1.275 -1.484 0.536  0.13
H: -1.525 -0.548 0.426  0.23



Record 3
The following is a quantum chemistry calculation of a cluster of 2 separate species, C8H10N2O2S in total, from OMol25.

## Properties
Relative energy (zero: lowest compared OMol25 entry of this formula, charge and spin) (kcal per mole): 77.0
E_LUMO (eV): 0.58
Kohn-Sham gap (eV): 7.742

Last column: Löwdin charge in e.
CARTESIAN COORDINATES (ANGSTROEM)
C: -2.044 2.003 1.648  -0.12
O: -1.599 1.544 0.428  -0.21
C: -1.204 0.185 0.361  -0.55
S: -2.549 -1.137 0.394  0.78
C: 0.094 -0.192 0.398  -0.31
C: 1.163 0.746 0.291  -0.03
C: 2.462 0.360 0.103  -0.05
C: 2.731 -1.061 0.183  -0.12
C: 1.788 -1.930 0.375  -0.13
N: 0.480 -1.541 0.403  0.07
H: -1.583 1.445 2.371  0.06
H: -3.077 1.713 1.828  0.08
H: -1.746 3.056 1.522  0.11
H: -3.263 -0.801 -0.608  -0.20
H: 0.948 1.872 0.363  0.14
H: 3.280 1.058 -0.118  0.11
H: 3.839 -1.259 0.143  0.12
H: 1.909 -2.969 0.419  0.11
H: -0.291 -2.211 0.530  0.11
N: -0.695 0.352 -2.881  0.24
C: 0.018 -0.593 -2.767  -0.41
O: 0.611 -1.578 -2.984  0.14
H: -1.272 0.938 -2.403  0.04



Record 4
The following is a quantum chemistry calculation of a cluster of 11 separate species, C21H64NO15P in total, from OMol25.

## Properties
E_LUMO (eV): -0.02
Kohn-Sham gap (eV): 9.733

Last column: Löwdin charge in e.
CARTESIAN COORDINATES (ANGSTROEM)
N: 2.382 -3.970 0.775  0.17
C: 3.143 -4.424 -0.313  -0.60
O: 3.230 -5.546 -0.685  0.17
O: 3.840 -3.386 -0.928  -0.07
P: 3.239 -2.524 -2.145  0.35
O: 4.250 -2.010 -3.037  -0.19
O: 2.398 -1.373 -1.402  -0.10
O: 2.147 -3.430 -2.858  -0.07
H: 1.395 -3.936 0.537  0.07
H: 2.683 -3.047 1.062  0.10
H: 1.521 -1.649 -1.115  0.08
H: 1.498 -3.915 -2.336  0.08
C: -2.647 -5.388 1.019  -0.08
C: -1.343 -4.875 0.447  -0.30
O: -0.959 -3.614 1.024  -0.11
H: -3.445 -4.667 0.846  0.07
H: -2.925 -6.345 0.575  0.08
H: -2.560 -5.531 2.100  0.08
H: -1.433 -4.696 -0.622  0.08
H: -0.537 -5.600 0.610  0.11
H: -0.842 -3.759 1.970  0.09
C: -3.478 -3.069 -4.027  -0.09
C: -2.876 -3.414 -2.681  -0.31
O: -1.450 -3.520 -2.739  -0.10
H: -3.199 -3.822 -4.765  0.07
H: -4.565 -3.029 -3.955  0.08
H: -3.119 -2.102 -4.386  0.07
H: -3.233 -4.387 -2.345  0.10
H: -3.162 -2.671 -1.930  0.12
H: -1.099 -2.673 -3.033  0.08
C: -3.807 -1.112 3.961  -0.09
C: -4.110 -2.437 3.288  -0.32
O: -3.776 -2.430 1.905  -0.09
H: -4.352 -0.308 3.467  0.08
H: -4.093 -1.132 5.013  0.07
H: -2.740 -0.880 3.902  0.07
H: -5.176 -2.652 3.343  0.09
H: -3.574 -3.251 3.796  0.11
H: -2.831 -2.264 1.813  0.06
C: -9.218 -4.671 4.339  -0.09
C: -7.888 -4.136 3.845  -0.33
O: -7.548 -2.889 4.444  -0.09
H: -10.013 -3.951 4.145  0.08
H: -9.469 -5.610 3.844  0.07
H: -9.186 -4.854 5.416  0.07
H: -7.926 -3.943 2.773  0.11
H: -7.093 -4.868 4.025  0.11
H: -7.491 -3.021 5.396  0.08
C: 0.798 2.503 -1.034  -0.08
C: 2.118 2.432 -1.779  -0.31
O: 3.062 1.589 -1.127  -0.09
H: 0.957 2.865 -0.017  0.07
H: 0.097 3.172 -1.537  0.06
H: 0.333 1.515 -0.966  0.07
H: 2.578 3.419 -1.833  0.10
H: 1.955 2.082 -2.805  0.11
H: 2.682 0.704 -1.085  0.03
C: 5.816 5.294 -2.263  -0.10
C: 4.719 5.979 -3.053  -0.32
O: 3.506 6.036 -2.308  -0.09
H: 5.493 4.292 -1.982  0.07
H: 6.737 5.217 -2.845  0.07
H: 6.029 5.838 -1.343  0.06
H: 4.485 5.417 -3.957  0.11
H: 5.024 6.987 -3.354  0.11
H: 3.677 6.525 -1.497  0.08
C: -6.712 -6.437 -5.057  -0.09
C: -5.318 -6.468 -4.460  -0.32
O: -5.324 -6.226 -3.055  -0.09
H: -7.189 -5.478 -4.854  0.08
H: -6.679 -6.591 -6.136  0.07
H: -7.337 -7.221 -4.621  0.07
H: -4.703 -5.677 -4.887  0.09
H: -4.831 -7.425 -4.674  0.11
H: -5.849 -6.914 -2.635  0.08
C: 5.802 4.883 3.156  -0.09
C: 4.739 5.248 2.138  -0.32
O: 5.063 4.798 0.826  -0.09
H: 6.766 5.300 2.869  0.06
H: 5.550 5.263 4.145  0.08
H: 5.910 3.797 3.223  0.08
H: 4.640 6.331 2.062  0.11
H: 3.767 4.842 2.440  0.11
H: 5.140 3.838 0.851  0.09
C: -1.754 6.098 -2.975  -0.09
C: -2.977 5.850 -2.113  -0.33
O: -2.708 4.963 -1.032  -0.09
H: -1.370 5.157 -3.370  0.07
H: -1.992 6.757 -3.811  0.07
H: -0.955 6.565 -2.393  0.07
H: -3.765 5.372 -2.694  0.11
H: -3.371 6.798 -1.731  0.11
H: -2.021 5.360 -0.487  0.08
C: 10.618 5.772 4.675  -0.09
C: 9.548 6.483 3.868  -0.32
O: 8.321 6.605 4.580  -0.09
H: 10.273 4.780 4.970  0.08
H: 11.536 5.666 4.097  0.07
H: 10.852 6.331 5.584  0.07
H: 9.308 5.917 2.968  0.11
H: 9.901 7.472 3.556  0.11
H: 8.488 7.115 5.379  0.08



Record 5
The following is a quantum chemistry calculation of an isolated molecule of C8H13N, from OMol25.

## Properties
Relative energy (zero: lowest compared OMol25 entry of this formula, charge and spin) (kcal per mole): 62.5
E_LUMO (eV): 0.84
Kohn-Sham gap (eV): 10.326

Last column: Löwdin charge in e.
CARTESIAN COORDINATES (ANGSTROEM)
H: 0.160 1.599 2.115  0.04
N: -0.296 2.140 1.384  0.16
C: -0.742 1.474 0.409  -0.40
C: -1.287 2.264 -0.746  -0.05
C: -0.806 -0.026 0.305  -0.30
C: -1.893 -0.669 -0.175  0.08
C: 0.169 -0.814 1.177  -0.15
C: 1.344 -1.110 0.313  -0.26
C: 2.401 -1.850 0.558  0.02
C: 0.963 -0.588 -1.262  -0.03
H: -2.161 1.793 -1.190  0.06
H: -0.525 2.349 -1.522  0.08
H: -1.567 3.269 -0.431  0.08
H: -2.586 -0.242 -0.882  0.06
H: -2.089 -1.704 0.055  0.07
H: 0.491 -0.243 2.054  0.10
H: -0.278 -1.740 1.537  0.12
H: 2.578 -2.297 1.526  0.06
H: 3.162 -2.014 -0.195  0.06
H: 1.960 -0.543 -1.701  0.05
H: 0.412 -1.417 -1.707  0.08
H: 0.590 0.369 -1.621  0.05



Record 6
The following is a quantum chemistry calculation of an isolated molecule of C9H13N3S2, from OMol25.

## Properties
Relative energy (zero: lowest compared OMol25 entry of this formula, charge and spin) (kcal per mole): 69.8
E_LUMO (eV): 0.18
Kohn-Sham gap (eV): 6.770

Last column: Löwdin charge in e.
CARTESIAN COORDINATES (ANGSTROEM)
C: -1.652 -1.750 -0.311  -0.12
C: -3.016 -1.592 -0.194  -0.16
C: -0.666 -0.923 -0.020  -0.11
C: -1.712 0.991 -0.125  -0.51
C: -3.709 -0.358 0.006  -0.83
C: 1.239 -0.261 -1.316  -0.14
C: 1.467 -0.787 1.077  -0.13
C: 2.459 0.527 -0.915  -0.28
C: 2.002 0.639 1.439  -0.16
N: -3.013 0.848 0.056  -0.11
N: 0.583 -0.726 -0.068  -0.14
N: 2.222 1.407 0.183  -0.12
S: -0.972 2.479 0.086  0.84
S: -5.383 -0.062 0.150  0.49
H: -1.348 -2.799 -0.449  0.13
H: -3.793 -2.440 -0.269  0.12
H: 0.523 0.308 -1.987  0.13
H: 1.564 -1.052 -2.124  0.16
H: 2.223 -1.564 0.754  0.14
H: 1.085 -1.390 1.843  0.11
H: 3.450 -0.099 -0.855  0.15
H: 2.576 1.044 -1.871  0.11
H: 1.148 1.144 2.002  0.11
H: 3.040 0.549 2.047  0.15
H: -3.583 1.625 0.554  0.13
H: 2.921 2.183 0.270  0.15
H: 0.345 2.058 0.038  -0.13



Record 7
The following is a quantum chemistry calculation of a structure of composition C7H6O6RhS, from OMol25.

## Properties
Multiplicity: 5
Relative energy (zero: lowest compared OMol25 entry of this formula, charge and spin) (kcal per mole): 0.0
E_LUMO (spin up / spin down) (eV): -12.93 / -19.13
⟨S²⟩: 6.03
Kohn-Sham gap (spin up / spin down) (eV): 3.664 / 3.425
Net charge: +3

Last column: Löwdin spin population.
CARTESIAN COORDINATES (ANGSTROEM)
O: -0.005 0.064 -5.832  0.09
C: 0.101 0.121 -4.705  0.91
Rh: 0.018 -0.039 0.293  0.96
O: 1.891 -2.407 -0.330  0.07
C: 1.221 -1.581 0.073  0.11
C: -1.195 1.493 0.153  0.13
O: -1.872 2.363 -0.176  0.09
C: -1.516 -1.246 0.103  0.16
O: -2.385 -1.910 -0.267  0.11
C: 1.559 1.164 0.174  0.13
O: 2.420 1.848 -0.180  0.09
C: -0.184 -1.498 4.512  0.07
S: -0.868 -0.199 3.506  0.40
C: -0.979 1.344 4.391  0.07
O: 0.378 0.107 2.678  0.57
H: -0.720 -1.691 5.430  0.00
H: 0.839 -1.214 4.704  0.01
H: -0.183 -2.411 3.916  0.00
H: 0.040 1.664 4.556  0.01
H: -1.474 2.068 3.748  0.00
H: -1.525 1.289 5.320  0.00



Record 8
The following is a quantum chemistry calculation of a cluster of 2 separate species, C10H20N3 in total, from OMol25.

## Properties
Relative energy (zero: lowest compared OMol25 entry of this formula, charge and spin) (kcal per mole): 70.1
E_LUMO (spin up / spin down) (eV): -2.68 / -2.70
Kohn-Sham gap (spin up / spin down) (eV): 6.900 / 6.867
Net charge: +1

Last column: Löwdin charge in e.
CARTESIAN COORDINATES (ANGSTROEM)
C: 2.209 1.452 -2.715  -0.09
C: 2.419 2.089 -1.546  -0.09
C: 0.732 1.249 -2.865  -0.11
C: 1.179 2.263 -0.880  -0.11
C: 1.736 -1.307 -0.551  -0.02
C: 1.367 -0.222 1.589  -0.03
C: -1.572 -0.700 2.420  -0.02
C: -2.889 -1.001 0.412  -0.03
C: -1.091 1.606 -1.291  -0.03
C: -0.514 -1.039 0.207  -0.09
N: 0.187 1.742 -1.605  -0.18
N: 0.771 -0.864 0.435  -0.14
N: -1.565 -0.915 0.990  -0.16
H: 2.920 1.164 -3.463  0.10
H: 3.360 2.415 -1.146  0.11
H: 0.337 1.851 -3.689  0.15
H: 0.996 2.747 0.059  0.12
H: 1.250 -1.856 -1.355  0.10
H: 2.269 -0.453 -0.977  0.08
H: 2.463 -1.968 -0.077  0.11
H: 0.698 0.516 2.016  0.09
H: 1.654 -0.951 2.348  0.11
H: 2.269 0.290 1.263  0.10
H: -2.373 -1.298 2.853  0.10
H: -0.639 -1.016 2.875  0.09
H: -1.766 0.347 2.665  0.11
H: -3.463 -1.785 0.908  0.10
H: -3.411 -0.052 0.543  0.11
H: -2.844 -1.222 -0.652  0.10
H: -1.771 1.250 -2.039  0.07
H: -1.469 2.113 -0.425  0.07
H: -0.751 -1.365 -0.802  0.15
H: 0.444 0.212 -3.050  0.13